(1)
A structure of composition CHF3N3 at a distorted geometry. Source: the OMol25 dataset; level of theory: ωB97M-V/def2-TZVPD.

Its energy relative to the best compared isomer or geometry (same formula, charge and spin) is 380.4 kJ/mol. The calculation puts the LUMO energy (spin up / spin down) at -7.850 / -7.851 eV.

```
! RIJCOSX wB97M-V def2-TZVPD def2/J DEFGRID3
* xyz 1 1
N -0.85 0.83 0.13
H 0.80 0.21 0.10
F -4.71 -0.41 0.03
N -0.19 -0.17 0.10
F -0.52 -1.13 -1.26
N -2.50 0.52 0.01
F -0.41 -1.29 0.95
C -3.60 0.16 -0.04
*
```

Atom charges from the natural (NBO) analysis, given in e for atoms 1 to 2:
1 N 0.115
2 H 0.512

***

(2)
The ion CHF3NO3S with charge -1 at a distorted geometry. Source: the OMol25 dataset; level of theory: ωB97M-V/def2-TZVPD.

Its energy relative to the best compared isomer or geometry (same formula, charge and spin) is 71.7 kJ/mol. Its SMILES is O=S(=O)([O-])NC(F)(F)F. The calculation puts the LUMO energy at 3.860 eV.

```
! RIJCOSX wB97M-V def2-TZVPD def2/J DEFGRID3
* xyz -1 1
F -2.51 -0.12 0.26
F -1.83 -2.05 0.56
O 1.16 -2.59 0.83
O 1.20 -1.53 -1.40
C -1.47 -0.92 -0.08
O 2.43 -0.50 0.48
H -0.04 0.61 0.28
F -1.60 -1.08 -1.39
S 1.35 -1.35 0.06
N -0.03 -0.36 0.51
*
```

Atom charges from the natural (NBO) analysis, given in e for atoms 1 to 2:
1 F -0.358
2 F -0.328

***

> energy relative to the best compared isomer or geometry (same formula, charge and spin) of number 1 (CHF3N3)?

380.4 kJ/mol

***

> Look up the energy relative to the best compared isomer or geometry (same formula, charge and spin) of the first one.

380.4 kJ/mol

***

> Which value of energy relative to the best compared isomer or geometry (same formula, charge and spin) does entry 2 give?

71.7 kJ/mol

***

> energy relative to the best compared isomer or geometry (same formula, charge and spin) of number 1 (CHF3N3)?

380.4 kJ/mol